86
Properties=species:S:1:pos:R:3:forces:R:3:lowdin_spin:R:1 method="wB97M-V/def2-TZVPD" homo_lumo_gap_ha="0.28822 / 0.19780" total_charge=+1 multiplicity=2 molar_mass_g_mol=615.51 relative_energy_kcal_mol=0.00
Ag -26.81244 -2.40768 24.95937 -0.2 0.1 -0.4 0.00
O -25.64704 -5.14138 24.95178 0.0 0.1 0.0 0.98
H -24.98146 -5.81886 25.18102 -0.1 0.1 0.0 0.02
C -27.52766 -3.18639 20.98188 0.6 -0.5 0.3 0.00
O -26.53512 -2.73305 21.93434 -0.6 -0.5 -1.0 0.00
C -25.28707 -2.62614 21.23990 0.5 0.8 2.2 0.00
C -24.20449 -2.42740 22.31535 -0.2 0.1 -0.6 0.00
O -24.64582 -1.39149 23.18870 1.2 0.2 0.6 0.00
C -23.57841 -0.76011 23.98940 -1.1 -0.4 -0.5 0.00
C -23.08933 -1.67219 25.10824 1.0 0.4 -0.5 0.00
O -24.19117 -2.10842 25.80890 -2.0 -1.0 -1.4 0.00
C -23.99328 -2.72915 27.02013 1.4 1.4 2.3 0.00
H -27.27319 -4.21952 20.74527 0.1 -0.1 -0.5 0.00
H -27.48916 -2.55639 20.09323 -0.2 0.0 -0.1 0.00
H -28.54435 -3.26064 21.36780 0.2 0.6 0.5 0.00
H -25.25049 -1.69226 20.67896 -0.4 -0.1 -0.5 0.00
H -25.00663 -3.49038 20.63780 -0.4 -0.1 -0.2 0.00
H -23.32210 -2.14197 21.74263 0.4 0.3 0.1 0.00
H -23.92448 -3.34266 22.83689 -0.4 -0.2 0.3 0.00
H -24.07571 0.12673 24.38222 0.1 -0.1 0.2 0.00
H -22.77696 -0.42473 23.33114 0.2 -0.2 0.0 0.00
H -22.38392 -1.20755 25.79717 0.0 0.9 0.1 0.00
H -22.44597 -2.45830 24.71298 -0.4 -0.7 -0.3 0.00
H -24.93619 -2.88474 27.54436 0.1 -0.4 -0.4 0.00
H -23.44949 -1.98030 27.59599 -0.2 0.5 0.8 0.00
H -23.25138 -3.51388 27.16818 -0.5 -1.0 -1.1 0.00
C -28.47291 -2.72902 28.68605 1.1 0.6 0.4 0.00
O -28.56622 -3.19872 27.36626 -0.2 0.0 -0.7 0.00
C -29.68382 -4.03765 27.13296 -0.1 -0.2 0.5 0.00
C -29.96568 -4.20433 25.61845 0.2 0.5 1.0 0.00
O -29.56407 -3.08258 24.85899 0.2 1.2 -0.7 0.00
C -30.48266 -1.95082 24.74428 0.7 -1.0 0.8 0.00
C -29.90194 -0.77709 23.92491 0.4 -1.2 -0.9 0.00
O -28.52210 -0.45372 24.17698 0.0 1.3 -0.5 0.00
C -28.00652 0.54288 23.16216 0.3 -1.1 1.5 0.00
H -27.85678 -1.83035 28.71563 0.0 0.2 -0.5 0.00
H -27.87207 -3.40902 29.28995 -0.6 -0.5 0.4 0.00
H -29.41636 -2.39913 29.12099 -0.2 -0.6 0.0 0.00
H -30.53337 -3.70870 27.73143 -0.4 0.9 -0.5 0.00
H -29.57912 -5.00743 27.61945 0.7 -0.6 -0.4 0.00
H -31.03599 -4.39937 25.55144 -0.1 -0.1 -0.4 0.00
H -29.38989 -5.03656 25.21353 -0.1 0.0 0.0 0.00
H -30.80929 -1.63858 25.73621 0.5 0.3 0.3 0.00
H -31.41277 -2.35495 24.34471 0.0 0.3 -0.8 0.00
H -30.63000 0.02745 24.02867 0.4 0.5 0.3 0.00
H -29.85450 -1.01911 22.86318 -0.7 -0.4 -0.2 0.00
H -28.41565 1.54336 23.30273 -0.4 -0.2 0.1 0.00
H -28.10843 0.18515 22.13759 -0.4 -0.2 0.1 0.00
H -26.93930 0.60896 23.37378 -0.1 -0.1 0.0 0.00
C -21.30202 -10.85602 30.40297 0.4 -0.3 0.1 0.00
O -19.89282 -10.63445 30.48944 -0.8 -2.4 2.0 0.00
C -19.43362 -9.58046 29.76931 0.5 0.1 -0.2 0.00
C -19.37853 -9.83964 28.28816 -1.3 2.2 -0.8 0.00
O -20.68849 -9.91748 27.66955 0.9 -0.3 -1.3 0.00
C -20.62531 -9.87009 26.19049 -0.7 0.5 1.5 0.00
C -20.30735 -8.47609 25.58968 0.1 -2.1 -0.6 0.00
O -18.89327 -8.48967 25.45635 0.1 2.3 0.5 0.00
C -18.39521 -7.18279 25.11989 1.3 -0.9 0.1 0.00
H -21.81949 -9.89965 30.47829 -0.2 0.1 -0.8 0.00
H -21.73238 -11.41529 31.23371 0.9 -0.2 0.5 0.00
H -21.46504 -11.49149 29.53252 -0.6 0.7 -0.3 0.00
H -18.38076 -9.43070 30.00833 0.2 -0.1 0.4 0.00
H -19.94217 -8.71623 30.19663 -0.3 0.8 -1.1 0.00
H -18.72571 -10.67495 28.03483 -0.2 -0.2 0.1 0.00
H -18.98222 -8.89980 27.90383 0.8 -0.1 -0.3 0.00
H -21.60687 -10.27207 25.93943 0.0 0.4 -0.4 0.00
H -19.87517 -10.53771 25.76659 0.1 -0.2 0.3 0.00
H -20.78456 -7.63850 26.09842 0.5 0.1 0.5 0.00
H -20.62689 -8.45535 24.54778 -0.8 0.0 -0.1 0.00
H -18.35009 -6.44771 25.92346 -0.6 -0.2 0.5 0.00
H -18.86350 -6.70880 24.25726 -0.3 -0.3 -0.2 0.00
H -17.34068 -7.35819 24.90706 0.0 0.1 -0.4 0.00
O -24.44434 -9.20979 19.29544 0.9 2.5 2.0 0.00
C -24.36900 -8.32770 20.18368 -0.4 -3.8 -3.1 0.00
O -23.31606 -7.59245 20.45727 -1.7 1.3 2.4 0.00
C -22.09576 -7.56817 19.80998 0.7 -2.1 -1.0 0.00
C -21.27636 -8.83339 20.23897 0.5 0.0 0.2 0.00
C -25.53787 -8.06246 21.04738 -0.2 0.3 0.6 0.00
H -21.61780 -6.65280 20.15891 0.0 -0.1 -0.3 0.00
H -22.39408 -7.54212 18.76193 0.9 0.0 -0.3 0.00
H -21.82943 -9.49981 20.90086 -0.4 0.5 0.2 0.00
H -20.38618 -8.52765 20.78868 0.0 0.1 0.1 0.00
H -20.91335 -9.57599 19.52842 -0.2 0.7 -0.8 0.00
H -25.70640 -8.83130 21.80142 0.5 -0.2 0.1 0.00
H -26.44009 -8.15321 20.44252 0.1 0.6 -0.1 0.00
H -25.34652 -7.11947 21.55949 -0.7 0.1 0.0 0.00

86
Properties=species:S:1:pos:R:3:forces:R:3:lowdin_charge:R:1 method="wB97M-V/def2-TZVPD" homo_lumo_gap_ha=0.35052 molar_mass_g_mol=524.45
C 6.52458 -4.78526 -4.99849 -0.3 -0.1 0.2 -0.11
C 7.36194 -3.37636 -4.80047 1.3 -1.8 0.0 -0.22
O 6.58580 -2.29473 -4.16641 -2.4 -0.1 -3.0 -0.11
C 5.51581 -1.79074 -5.04515 0.1 3.7 -5.2 -0.24
O 5.73126 -1.09511 -6.19651 -0.6 -4.8 7.5 -0.04
C 3.90582 -1.99065 -4.65873 1.2 -0.6 1.6 -0.09
C 3.42889 -3.38970 -5.36738 0.4 -0.2 0.0 -0.22
C 1.82401 -3.49938 -5.68387 -0.3 -0.5 -0.1 -0.11
B 0.91741 -4.02784 -4.38338 -1.2 -0.3 0.8 -0.23
F 1.39837 -3.93698 -2.97730 -1.9 -0.6 -4.6 0.05
F -0.43688 -4.60987 -4.72834 4.4 1.9 1.8 0.01
H 7.30920 -5.65390 -5.02173 -1.5 1.6 -0.1 0.08
H 5.77801 -5.01367 -4.10019 1.8 0.7 -1.8 0.09
H 5.87565 -4.81930 -5.98414 1.5 0.2 2.0 0.08
H 7.87297 -3.07970 -5.81665 -1.3 -0.2 2.0 0.14
H 8.25025 -3.62720 -4.04391 -2.1 0.8 -1.5 0.14
H 3.27307 -1.04685 -4.93862 1.5 -1.9 0.1 0.13
H 3.86475 -2.09761 -3.47468 -0.1 0.1 -2.5 0.13
H 3.72484 -4.27487 -4.64646 -0.6 1.8 -1.5 0.11
H 4.08638 -3.53453 -6.34161 -1.7 0.4 1.9 0.12
H 1.34242 -2.49647 -6.10416 1.1 -2.0 0.9 0.13
H 1.63014 -4.31450 -6.53422 0.5 1.8 1.8 0.13
C -2.10387 0.32606 0.16711 -0.3 0.0 0.0 -0.10
O -2.40379 0.81198 -1.13772 0.5 0.0 0.1 -0.20
C -1.27361 1.43352 -1.75725 -0.4 -0.3 -0.3 -0.19
C -0.62412 0.50319 -2.78651 0.3 0.1 0.5 -0.19
O -0.02288 -0.63176 -2.15574 -0.4 0.1 -0.2 -0.19
C -0.82019 -1.80185 -2.27728 0.1 0.1 0.2 -0.10
H -2.92803 -0.31494 0.49183 0.1 0.1 -0.1 0.09
H -1.18121 -0.26048 0.18172 0.0 0.1 0.0 0.09
H -2.01955 1.16653 0.86286 0.1 0.0 0.1 0.08
H -0.54428 1.75917 -1.00566 0.0 -0.1 -0.1 0.13
H -1.64416 2.32432 -2.27384 0.0 0.0 0.0 0.12
H 0.17831 1.04772 -3.29515 0.0 0.0 0.0 0.12
H -1.35022 0.18887 -3.54621 0.0 0.0 0.2 0.13
H -0.77256 -2.17653 -3.30520 -0.2 -0.1 0.0 0.08
H -1.86294 -1.61510 -2.00166 0.0 0.0 -0.1 0.08
H -0.41702 -2.56527 -1.60748 0.1 0.2 -0.1 0.08
C -2.26833 5.18068 4.71466 0.2 -0.1 0.0 -0.10
O -2.39626 3.76372 4.64752 -0.4 0.3 0.0 -0.20
C -3.74882 3.33288 4.82743 0.4 -0.3 -0.4 -0.19
C -4.39581 2.96341 3.48891 -0.2 0.5 0.3 -0.19
O -4.56533 4.11544 2.65732 0.4 -0.3 0.1 -0.19
C -3.57804 4.19517 1.63824 -0.1 0.1 0.0 -0.11
H -1.26972 5.45167 4.36124 -0.1 -0.1 0.1 0.08
H -3.00769 5.68701 4.08813 0.0 -0.1 0.0 0.09
H -2.37359 5.51133 5.75252 0.0 0.1 0.0 0.09
H -4.33699 4.09595 5.35149 0.0 0.0 -0.2 0.13
H -3.71672 2.44038 5.45998 0.0 0.0 0.0 0.12
H -5.39514 2.55922 3.68152 0.0 0.0 0.0 0.12
H -3.81511 2.19002 2.97140 0.0 0.1 0.1 0.12
H -3.77878 3.44172 0.86929 0.1 0.0 0.0 0.08
H -2.56838 4.05419 2.03684 -0.1 0.0 0.0 0.08
H -3.63376 5.18582 1.18053 -0.1 -0.1 0.1 0.09
C -2.48958 -4.02688 0.50306 -0.1 0.2 0.1 -0.10
O -3.57329 -3.14936 0.21291 0.1 -0.4 -0.2 -0.21
C -4.21838 -3.47525 -1.02204 -0.4 0.2 0.4 -0.20
C -5.53237 -4.22476 -0.78039 0.5 -0.3 -0.3 -0.19
O -5.29685 -5.52174 -0.22375 0.0 0.4 0.2 -0.19
C -5.54623 -5.56202 1.17474 0.0 -0.1 -0.1 -0.11
H -2.18437 -3.86313 1.54017 -0.1 0.1 -0.1 0.09
H -2.77227 -5.07660 0.38587 0.0 0.1 0.0 0.09
H -1.64324 -3.79594 -0.15111 0.0 -0.1 0.0 0.07
H -3.55032 -4.05202 -1.67311 -0.1 0.0 0.1 0.13
H -4.44144 -2.52854 -1.52371 0.0 0.0 0.0 0.12
H -6.03222 -4.37668 -1.74278 0.0 0.0 0.0 0.12
H -6.20611 -3.64157 -0.14077 0.2 0.0 0.0 0.13
H -6.62524 -5.52893 1.35894 0.0 0.0 0.1 0.09
H -5.05776 -4.73514 1.69996 -0.1 0.0 -0.1 0.08
H -5.15264 -6.50223 1.56853 -0.1 0.1 -0.2 0.09
C 1.38399 4.17763 4.18680 -0.1 0.1 0.0 -0.11
O 1.63540 5.36030 4.93961 0.3 -0.4 0.1 -0.20
C 2.46673 5.11165 6.07737 0.1 0.6 -0.3 -0.19
C 3.90901 5.55841 5.81857 -0.1 -0.6 0.0 -0.19
O 4.53354 4.74736 4.81876 -0.3 0.4 0.0 -0.20
C 4.58850 5.39549 3.55523 0.1 -0.1 0.0 -0.11
H 0.93374 4.46752 3.23350 0.0 0.1 0.2 0.09
H 2.30291 3.62157 3.98199 0.0 0.0 0.0 0.08
H 0.67786 3.53993 4.72743 0.0 -0.1 -0.1 0.09
H 2.42823 4.05471 6.36763 0.1 0.1 -0.1 0.13
H 2.05934 5.70204 6.90390 0.0 0.0 0.0 0.12
H 4.48701 5.43056 6.73982 0.0 0.0 0.0 0.12
H 3.94873 6.61913 5.54206 -0.1 -0.1 0.0 0.12
H 5.34394 6.18797 3.57880 -0.1 0.1 -0.1 0.09
H 3.61973 5.81894 3.27176 0.1 0.0 0.1 0.08
H 4.87751 4.65877 2.80177 0.0 0.0 0.2 0.09

Across the entries above, E takes the values -52194.1101, -50220.8423 eV, respectively.